1.
Formula: C22H41ClFI2NO8P2
Source: OMol25
Level of theory: wB97M-V/def2-TZVPD

Output
2S+1: 1
SMILES string: CC[C@H](F)[C@](O)(O[C@@H](CC(=O)I)P(O)Cl)[C@H](O[C@H](I)c1ccccn1)P(C)C.CCO.CCO.CCO

The geometry in XYZ format:
```
78
Properties=species:S:1:pos:R:3:forces:R:3:mulliken_charge:R:1
C 0.9272 4.9544 1.0877 -0.66 -0.36 0.48 -0.75
C -0.4026 5.1220 0.1745 1.63 0.15 -0.96 -0.66
C -0.5230 3.9174 -0.9139 0.09 1.40 2.64 0.64
F -0.9504 4.5329 -2.1265 0.58 -1.58 1.35 -0.38
C -1.6227 2.8710 -0.3145 0.93 1.36 -2.98 0.07
O -2.8824 3.5944 -0.3949 1.03 -1.20 2.05 -0.61
O -1.1781 2.5909 1.0108 -1.57 -0.60 -0.55 0.00
C -1.7792 1.4689 1.6552 1.08 -2.62 1.98 0.09
C -1.0092 1.3362 3.0916 1.44 0.47 -0.96 -0.61
C -0.6697 -0.1831 3.4019 -2.30 -1.93 -0.04 0.27
O -1.4556 -1.1399 3.3346 2.23 3.65 0.14 -0.54
I 1.4103 -0.6579 3.9565 -0.84 0.46 -0.16 -0.03
P -3.6219 1.6257 2.0727 -1.79 0.99 0.48 0.16
O -3.9510 1.0958 3.6588 1.65 -0.64 -2.08 -0.45
Cl -4.5862 0.1638 0.8368 1.00 0.43 0.83 -0.26
C -1.6915 1.6589 -1.3586 -1.24 -0.99 -1.01 -0.81
O -0.4760 1.4539 -2.1386 0.29 -1.65 1.78 -0.26
C 0.2028 0.2515 -1.7780 0.78 -0.29 -1.75 -0.33
I 1.3209 0.4214 0.1324 -0.25 -0.12 -0.37 0.04
C 1.3392 -0.1013 -2.8738 -1.05 -0.36 0.34 0.48
C 1.3449 -1.5272 -3.3500 2.30 1.18 -1.50 -0.69
C 2.4071 -1.9868 -4.3519 -0.19 4.61 1.93 -0.28
C 3.3475 -0.8360 -4.7138 -2.54 -0.56 1.69 -0.17
C 3.1121 0.5326 -4.1257 0.49 -0.29 -0.50 -0.23
N 2.1489 1.0048 -3.2073 0.63 -5.71 -2.15 -0.24
P -3.0330 2.1433 -2.6750 -0.73 2.02 -0.25 0.16
C -2.3075 2.1124 -4.4210 -0.52 -0.86 -0.76 -1.01
C -4.5688 1.0547 -2.5089 -0.45 -0.70 0.29 -0.91
H 1.6948 4.2471 0.6358 -1.06 0.86 0.34 0.24
H 0.6005 4.4709 2.0804 0.75 0.92 -1.32 0.11
H 1.4663 5.9519 1.2573 -1.00 -1.44 -0.06 0.31
H -0.2107 6.0605 -0.4604 -0.67 -1.34 0.91 0.41
H -1.3391 5.2496 0.8003 1.25 -0.07 -0.82 0.15
H 0.5234 3.4630 -0.9566 -1.63 0.43 -0.72 0.10
H -3.0269 3.9455 0.5129 0.01 -0.19 -0.73 0.60
H -1.5982 0.4544 1.1502 -0.11 1.65 0.25 0.31
H 0.0013 1.8699 2.9452 -1.55 -0.83 0.20 0.33
H -1.5351 1.8928 3.9313 0.52 -1.10 -0.82 0.38
H -3.4432 0.2738 3.8529 -0.46 0.33 -0.01 0.26
H -2.0465 0.6580 -0.9529 0.54 1.28 0.03 0.59
H -0.4841 -0.6491 -1.6346 0.76 1.37 -0.12 0.50
H 0.5688 -2.2638 -2.9710 1.11 1.23 -0.46 0.27
H 2.5079 -3.0433 -4.7428 -0.11 1.54 0.52 0.41
H 4.2158 -1.0139 -5.4237 -1.32 0.44 1.08 0.16
H 3.8424 1.3472 -4.4782 -1.19 -1.36 0.59 0.29
H -2.5852 1.1168 -4.9146 0.86 1.31 0.37 0.30
H -1.1988 2.3535 -4.4634 -1.41 -0.58 0.25 0.27
H -2.8488 2.9378 -5.0081 0.71 -1.18 1.05 0.37
H -4.3750 -0.0184 -2.1802 -0.34 1.19 -0.60 0.25
H -5.2531 1.5348 -1.7173 1.24 -0.64 -1.15 0.26
H -5.1713 1.0769 -3.4813 1.06 -0.08 1.19 0.34
C 6.1388 -3.0211 -7.1977 0.11 0.07 0.02 -0.93
C 5.4730 -4.3550 -6.9228 -0.08 0.26 -0.24 -0.26
O 4.1055 -4.1621 -6.5766 -0.22 -0.02 0.15 -0.49
H 6.0737 -2.3724 -6.3204 0.08 -0.12 0.00 0.15
H 7.1908 -3.1561 -7.4590 -0.05 0.07 -0.02 0.35
H 5.6369 -2.4999 -8.0183 0.09 -0.08 -0.05 0.33
H 5.9630 -4.8619 -6.0895 -0.21 0.00 -0.01 0.29
H 5.5248 -5.0056 -7.8014 0.18 -0.04 0.04 0.27
H 3.6757 -3.7219 -7.3212 0.07 -0.11 0.14 0.29
C 1.4522 -4.7166 4.6433 -0.07 0.10 -0.04 -0.79
C 2.2424 -5.7982 3.9335 -0.06 0.02 0.42 -0.28
O 3.5239 -5.9471 4.5337 0.19 -0.06 -0.08 -0.52
H 1.9854 -3.7634 4.6036 -0.07 -0.12 -0.09 0.12
H 0.4676 -4.5891 4.1870 0.02 0.05 0.07 0.30
H 1.3206 -4.9644 5.7008 -0.09 -0.06 -0.06 0.33
H 2.3904 -5.5371 2.8838 0.16 -0.07 0.11 0.28
H 1.7188 -6.7586 3.9798 -0.14 0.05 -0.15 0.25
H 3.3865 -6.1870 5.4587 0.05 0.05 -0.18 0.30
C -3.9476 0.1929 8.0278 -0.10 0.08 0.12 -1.20
C -2.9534 0.6435 6.9762 -0.14 -0.42 0.09 0.24
O -1.8087 -0.2026 6.9853 0.25 0.04 -0.14 -0.49
H -3.4898 0.2100 9.0200 -0.01 0.08 -0.09 0.31
H -4.8287 0.8389 8.0347 0.00 -0.08 0.01 0.35
H -4.2678 -0.8363 7.8416 -0.07 0.08 -0.07 0.34
H -2.6199 1.6635 7.1776 0.14 -0.13 -0.06 0.29
H -3.4024 0.6180 5.9795 -0.15 0.21 0.11 -0.02
H -2.1091 -1.1012 6.7978 0.11 0.15 0.05 0.29
```
Forces are in eV/Å.


2.
Formula: C4H11N2O
Source: OMol25
Level of theory: wB97M-V/def2-TZVPD

Output
2S+1: 1
total charge: -1
ΔE to the lowest compared entry with this formula, charge and spin: 0.969 eV

The geometry in XYZ format:
```
18
Properties=species:S:1:pos:R:3:forces:R:3:nbo_charge:R:1
C 0.4200 -2.1108 -2.0434 -0.46 -0.05 -0.13 -0.62
C -0.2305 -0.7671 -1.8519 0.34 -0.08 -0.52 -0.33
C 0.3806 0.2319 -1.2132 -0.31 -0.01 0.35 0.04
N -0.1080 1.4944 -0.9214 -0.01 0.23 -0.54 -0.86
H 1.3787 -2.1404 -1.5334 0.16 -0.06 0.00 0.20
H -0.2088 -2.9060 -1.6225 0.11 0.07 0.07 0.20
H 0.5581 -2.3826 -3.0974 0.13 0.12 0.04 0.18
H -1.2034 -0.6231 -2.3180 -0.08 0.04 0.27 0.17
H 1.3833 0.0727 -0.8380 0.08 -0.11 0.22 0.17
H 0.0357 1.7749 0.0549 0.19 -0.10 0.15 0.44
H -1.0677 1.6257 -1.2026 -0.09 -0.08 0.08 0.35
N 0.1966 1.6618 2.0466 -0.18 -0.06 0.30 -0.95
C -0.4123 0.2582 2.3006 0.20 0.29 -0.10 0.15
O -0.8724 0.0931 3.5176 -0.05 -0.06 0.10 -0.93
H 0.9618 1.6913 2.7178 0.16 0.02 -0.10 0.34
H -0.4889 2.2527 2.5212 -0.06 0.05 -0.15 0.34
H -1.1681 0.1815 1.4762 -0.01 -0.11 0.03 0.06
H 0.4451 -0.4081 2.0068 -0.11 -0.08 -0.07 0.05
```
Forces are in eV/Å.


3.
Formula: C2H7N2O
Source: OMol25
Level of theory: wB97M-V/def2-TZVPD

Output
2S+1: 1
total charge: +1
ΔE to the lowest compared entry with this formula, charge and spin: 1.634 eV

The geometry in XYZ format:
```
12
Properties=species:S:1:pos:R:3:forces:R:3:nbo_charge:R:1
C -0.7207 -1.6773 -1.8662 -1.10 2.16 3.04 0.18
N -0.8531 -1.9796 -0.6093 1.19 -1.96 -0.22 -0.59
H -0.3248 -2.3892 -2.5330 -0.14 -0.98 -0.85 0.23
H -1.0242 -0.6528 -2.1595 0.70 -0.62 0.10 0.25
H -0.8341 -1.4228 0.2818 -0.76 0.88 -1.66 0.50
H -0.7042 -2.9769 -0.3570 0.14 0.74 -0.43 0.42
C 0.2428 1.4743 0.9899 -2.28 -2.89 -0.22 0.55
N 1.5783 1.7106 1.1985 -3.67 0.93 0.55 -0.77
O -0.3330 0.5620 0.2647 2.89 2.93 1.93 -0.74
H -0.4475 2.0207 1.6767 0.63 0.03 -0.50 0.15
H 2.0877 1.4059 0.4220 1.77 -0.15 -0.95 0.41
H 1.7015 2.6196 1.6842 0.64 -1.07 -0.80 0.43
```
Forces are in eV/Å.


no.,HOMO energy (eV)
1,-7.05
2,-2.70
3,-14.12